<one>
Molecular formula: C25H70N6O7
Method: DFT, ωB97M-V with the def2-TZVPD basis set

Structure (ORCA input):
```
! RIJCOSX wB97M-V def2-TZVPD def2/J DEFGRID3
* xyz 0 1
C 3.40 -7.14 1.72
O 2.62 -5.93 1.24
C 3.16 -4.70 1.71
C 2.28 -3.53 1.08
C 2.64 -3.51 -0.40
N 2.57 -2.19 1.64
H 2.92 -7.96 1.43
H 3.45 -7.15 2.83
H 4.55 -7.11 1.47
H 3.00 -4.64 2.83
H 4.15 -4.53 1.44
H 1.28 -3.87 1.02
H 1.99 -3.02 -1.02
H 2.53 -4.50 -0.77
H 3.46 -2.97 -0.38
H 2.52 -2.10 2.68
H 1.91 -1.49 1.58
C -2.29 -1.85 -3.82
O -2.10 -0.81 -4.69
C -1.26 0.29 -4.12
C -1.28 1.47 -4.99
C -0.43 1.36 -6.21
N -0.44 2.41 -4.11
H -2.84 -1.79 -2.93
H -1.34 -2.15 -3.69
H -2.91 -2.69 -4.03
H -1.95 0.43 -3.11
H -0.44 -0.06 -3.94
H -2.40 1.91 -5.17
H 0.51 0.93 -6.28
H -0.27 2.36 -6.71
H -0.99 0.64 -6.84
H -1.09 2.66 -3.23
H -0.12 3.39 -4.51
C 6.21 3.90 0.76
O 5.16 3.00 0.45
C 4.33 3.38 -0.69
C 3.11 2.46 -0.76
C 3.70 1.16 -1.28
N 2.17 3.07 -1.65
H 6.88 3.50 1.47
H 5.93 4.98 1.25
H 6.81 4.08 0.05
H 4.22 4.36 -0.53
H 5.04 3.36 -1.49
H 2.82 2.08 0.41
H 4.45 1.23 -2.21
H 3.11 0.37 -1.90
H 4.22 0.71 -0.43
H 2.13 4.11 -1.79
H 1.28 2.80 -1.68
C 3.58 1.90 3.44
O 2.16 1.96 3.31
C 1.67 0.64 3.38
C 0.08 0.93 3.71
C 0.04 1.48 5.10
N -0.52 -0.50 3.60
H 3.73 1.71 4.34
H 4.03 2.88 3.12
H 3.97 1.14 2.67
H 1.74 0.36 2.26
H 2.26 0.10 4.14
H -0.32 1.61 2.93
H -0.88 1.56 5.41
H 0.47 2.53 4.96
H 0.75 1.09 5.79
H -0.53 -0.71 2.78
H -1.46 -0.35 3.93
C -4.01 -4.65 4.33
O -3.13 -4.23 3.39
C -3.71 -3.92 2.16
C -2.82 -2.85 1.48
C -3.21 -2.70 -0.03
N -1.40 -3.39 1.36
H -4.82 -5.43 4.03
H -4.70 -3.92 4.81
H -3.35 -5.17 5.07
H -3.83 -4.78 1.60
H -4.73 -3.67 2.15
H -2.82 -1.96 2.00
H -2.71 -1.96 -0.66
H -4.20 -2.37 -0.05
H -3.28 -3.84 -0.45
H -1.72 -4.24 1.02
H -1.35 -3.79 2.44
C -4.63 6.38 -2.35
O -3.93 5.21 -2.36
C -4.35 4.28 -1.49
C -3.42 3.08 -1.96
C -3.53 1.84 -1.14
N -2.03 3.45 -1.74
H -5.60 6.23 -2.47
H -3.92 6.93 -3.02
H -4.41 6.54 -1.16
H -4.14 4.44 -0.47
H -5.41 3.90 -1.52
H -3.71 2.79 -2.88
H -4.51 1.51 -1.25
H -3.21 2.02 0.02
H -2.70 1.28 -1.60
H -1.67 3.66 -0.92
H -1.82 4.11 -2.44
C 0.14 -0.40 -0.59
O -0.15 -0.88 0.71
H -0.83 -0.40 -1.37
H 0.82 -1.08 -1.29
H 0.44 0.70 -0.75
H -0.66 -1.70 0.80
*
```

Results
SMILES string = COC[C@H](C)N.COC[C@H](C)N.COC[C@H](C)N.COC[C@H](C)N.COC[C@H](C)N.COC[C@H](C)N.CO

<two>
Molecular formula: C25H70N6O7
Method: DFT, ωB97M-V with the def2-TZVPD basis set

Structure (ORCA input):
```
! RIJCOSX wB97M-V def2-TZVPD def2/J DEFGRID3
* xyz 0 1
C -1.27 11.50 -10.03
O -1.15 10.36 -9.20
C 0.09 9.69 -9.33
C 0.17 8.70 -8.16
C 1.50 7.90 -8.21
N -0.96 7.75 -8.26
H -2.03 12.14 -9.61
H -1.56 11.16 -11.04
H -0.31 12.01 -10.15
H 0.15 9.27 -10.34
H 0.86 10.44 -9.12
H 0.08 9.25 -7.22
H 2.30 8.50 -7.75
H 1.86 7.82 -9.24
H 1.52 6.96 -7.66
H -0.90 7.40 -9.21
H -0.73 6.92 -7.73
C 4.07 2.47 -5.00
O 4.52 1.34 -4.26
C 3.56 0.85 -3.34
C 3.16 -0.59 -3.66
C 2.51 -1.30 -2.46
N 4.37 -1.36 -4.01
H 3.56 3.18 -4.34
H 3.37 2.07 -5.73
H 4.90 2.99 -5.47
H 4.03 0.83 -2.35
H 2.62 1.40 -3.28
H 2.56 -0.70 -4.58
H 3.10 -1.15 -1.56
H 2.39 -2.35 -2.71
H 1.55 -0.85 -2.19
H 4.31 -2.14 -4.66
H 4.91 -0.73 -4.61
C 3.37 9.92 -4.36
O 3.36 11.21 -3.78
C 3.90 11.17 -2.48
C 3.86 12.60 -1.94
C 4.45 12.60 -0.52
N 2.47 13.08 -1.79
H 3.08 9.94 -5.42
H 2.69 9.19 -3.93
H 4.41 9.59 -4.45
H 3.34 10.49 -1.83
H 4.95 10.84 -2.45
H 4.46 13.27 -2.55
H 4.61 13.61 -0.15
H 5.47 12.21 -0.58
H 3.82 12.08 0.20
H 1.94 12.83 -2.63
H 2.00 12.42 -1.17
C 3.13 3.80 -11.23
O 2.61 2.97 -10.23
C 1.25 3.16 -9.94
C 0.94 4.35 -9.02
C 0.98 3.92 -7.56
N -0.46 4.78 -9.27
H 2.53 3.70 -12.14
H 4.17 3.56 -11.41
H 3.03 4.87 -10.97
H 0.70 3.32 -10.89
H 0.77 2.23 -9.62
H 1.59 5.18 -9.30
H 1.19 4.69 -6.82
H 1.80 3.20 -7.44
H 0.14 3.35 -7.15
H -0.64 4.96 -10.26
H -1.03 3.94 -9.13
C 7.19 2.75 -9.14
O 6.14 3.57 -8.64
C 6.25 4.86 -9.19
C 5.18 5.78 -8.55
C 5.30 7.26 -8.95
N 5.34 5.70 -7.10
H 7.33 2.64 -10.22
H 6.95 1.77 -8.73
H 8.19 3.09 -8.83
H 7.19 5.35 -8.93
H 6.06 4.85 -10.27
H 4.19 5.42 -8.84
H 6.09 7.79 -8.41
H 4.34 7.76 -8.89
H 5.50 7.31 -10.03
H 6.13 6.21 -6.72
H 5.38 4.72 -6.82
C 0.14 7.19 -1.35
O -0.37 5.86 -1.51
C 0.60 4.92 -1.10
C 0.06 3.54 -1.40
C 0.86 2.39 -0.81
N 0.09 3.35 -2.89
H 1.17 7.30 -1.67
H 0.06 7.35 -0.26
H -0.57 7.89 -1.77
H 1.56 5.11 -1.59
H 0.77 4.98 -0.01
H -0.98 3.46 -1.06
H 0.46 1.40 -1.02
H 0.97 2.59 0.26
H 1.86 2.39 -1.24
H -0.63 2.74 -3.26
H -0.21 4.27 -3.23
C 3.09 6.26 -3.98
O 2.92 6.13 -5.40
H 2.18 6.73 -3.61
H 3.21 5.25 -3.59
H 3.95 6.86 -3.67
H 3.83 6.13 -5.75
*
```

Results
SMILES string = COC[C@H](C)N.COC[C@H](C)N.COC[C@H](C)N.COC[C@H](C)N.COC[C@H](C)N.COC[C@H](C)N.CO

Stability ranking, top entry: <two>; the second entry is 1415.1 kJ/mol less favorable.

<one>
Molecular formula: C2H7FN2
Method: DFT, ωB97M-V with the def2-TZVPD basis set

Structure (ORCA input):
```
! RIJCOSX wB97M-V def2-TZVPD def2/J DEFGRID3
* xyz 0 1
C -0.08 0.73 1.39
C 0.44 -0.32 0.52
N 1.57 -0.04 -0.19
N -1.14 -0.50 -1.86
F 0.31 -1.54 0.87
H -0.88 1.43 0.90
H -0.59 0.30 2.20
H 0.70 1.46 1.71
H 1.76 -0.72 -0.93
H 1.46 0.88 -0.67
H -2.11 -0.08 -2.04
H -1.44 -1.59 -1.93
*
```

<two>
Molecular formula: C2H7FN2
Method: DFT, ωB97M-V with the def2-TZVPD basis set

Structure (ORCA input):
```
! RIJCOSX wB97M-V def2-TZVPD def2/J DEFGRID3
* xyz 0 1
C 0.66 -0.74 0.99
C -0.21 -0.10 -0.15
N -0.05 -0.57 -1.47
N -0.28 1.49 0.22
F -1.52 -0.52 0.12
H -0.12 -1.21 1.66
H 1.45 -1.50 0.66
H 1.30 -0.01 1.55
H -0.75 -0.05 -2.03
H 0.94 -0.56 -1.74
H -1.18 1.67 0.72
H -0.23 2.08 -0.54
*
```

Results
SMILES string = CC(N)(N)F

Stability ranking, top entry: <two>; the second entry is 305.4 kJ/mol less favorable.

<one>
Molecular formula: CH11N3O3
Method: DFT, ωB97M-V with the def2-TZVPD basis set

Structure (ORCA input):
```
! RIJCOSX wB97M-V def2-TZVPD def2/J DEFGRID3
* xyz 0 1
N 0.60 0.88 0.10
C 0.89 -0.12 0.84
N 0.11 -1.17 1.15
N 2.22 -0.13 1.52
H 1.31 1.59 0.08
H 0.54 -1.94 1.61
H -0.91 -1.20 1.13
H 2.73 0.42 0.84
H 2.47 -1.10 1.29
O -2.78 -0.88 1.09
H -2.59 -0.21 0.41
H -3.73 -1.01 0.97
O 1.38 -0.35 -3.52
H 2.15 0.16 -3.27
H 0.70 -0.05 -2.92
O -1.98 1.55 -0.34
H -2.02 2.47 -0.58
H -1.11 1.09 -0.39
*
```

Results
SMILES string = N=C(N)N.O.O.O

<two>
Molecular formula: CH11N3O3
Method: DFT, ωB97M-V with the def2-TZVPD basis set

Structure (ORCA input):
```
! RIJCOSX wB97M-V def2-TZVPD def2/J DEFGRID3
* xyz 0 1
N 0.13 -0.41 0.89
C 0.85 0.56 0.42
N 0.40 1.90 0.24
N 2.17 0.38 0.17
H -0.69 -0.11 1.40
H 0.76 2.35 1.08
H -0.60 1.99 0.24
H 2.39 -0.62 0.12
H 2.60 1.06 -0.42
O -2.44 1.64 -0.58
H -2.48 0.76 -1.00
H -3.35 1.94 -0.56
O 1.90 -2.52 0.44
H 1.68 -3.21 -0.19
H 1.05 -2.05 0.61
O -1.83 -1.08 -1.08
H -1.29 -1.79 -1.45
H -1.24 -0.79 -0.34
*
```

Results
SMILES string = N=C(N)N.O.O.O

Stability ranking, top entry: <two>; the second entry is 61.6 kJ/mol less favorable.

<one>
Molecular formula: H12NO4
Method: DFT, ωB97M-V with the def2-TZVPD basis set

Structure (ORCA input):
```
! RIJCOSX wB97M-V def2-TZVPD def2/J DEFGRID3
* xyz 1 1
N -1.20 0.52 0.44
H -0.68 0.62 1.39
H -1.98 -0.24 0.40
H -1.48 1.55 0.23
H -0.46 0.09 -0.06
H 3.14 1.56 -0.55
H 2.09 1.14 -1.58
O 2.24 1.08 -0.66
H 1.86 1.96 2.87
H 1.35 0.79 2.37
O 1.11 1.70 2.33
H -3.43 -2.30 -1.55
H -2.54 -3.01 -0.63
O -2.91 -2.11 -0.75
H 1.60 -0.87 -0.99
H 0.58 -1.62 -1.92
O 0.71 -0.88 -1.36
*
```

<two>
Molecular formula: H12NO4
Method: DFT, ωB97M-V with the def2-TZVPD basis set

Structure (ORCA input):
```
! RIJCOSX wB97M-V def2-TZVPD def2/J DEFGRID3
* xyz 1 1
N 0.79 -0.02 -0.39
H 1.44 -0.30 0.29
H 1.19 0.62 -1.14
H 0.11 0.63 0.11
H 0.16 -0.75 -0.65
H 1.19 -1.02 3.04
H 2.56 -0.36 3.05
O 1.83 -0.71 2.37
H 0.61 -2.92 -1.78
H 0.15 -3.51 -0.53
O 0.16 -2.66 -0.99
H -2.31 1.99 -1.94
H -1.11 1.50 -2.69
O -1.42 1.67 -1.79
H -1.53 2.63 1.28
H -2.33 1.48 0.90
O -1.48 1.76 0.86
*
```

<three>
Molecular formula: H12NO4
Method: DFT, ωB97M-V with the def2-TZVPD basis set

Structure (ORCA input):
```
! RIJCOSX wB97M-V def2-TZVPD def2/J DEFGRID3
* xyz 1 1
N -0.38 -1.36 -0.91
H -0.21 -0.67 -0.16
H -0.34 -2.33 -0.58
H -1.33 -1.26 -1.25
H 0.33 -1.20 -1.63
H 0.00 5.40 2.01
H 1.10 5.40 0.97
O 0.74 4.86 1.68
H -3.09 -3.43 0.35
H -1.92 -3.39 1.29
O -2.39 -2.84 0.65
H 2.78 -1.24 -1.51
H 2.46 -0.09 -2.44
O 2.18 -0.48 -1.60
H 0.43 1.41 0.63
H -0.04 0.39 1.66
O -0.32 0.83 0.85
*
```

Stability ranking, top entry: <three>; the second entry is 39.4 kJ/mol less favorable.